1.
Here is a cluster of 2 separate species, C4H7PS in total from OMol25. Energies are from ωB97M-V/def2-TZVPD.

The geometry in XYZ format:
```
13
Properties=species:S:1:pos:R:3:forces:R:3:lowdin_charge:R:1
C 0.301 -0.896 1.036 0.175 -0.857 0.536 0.03
C -0.688 -0.342 0.309 0.264 -0.163 0.056 -0.50
C -1.693 -1.094 -0.544 -1.742 -0.362 3.301 -0.08
C -0.946 1.078 0.174 0.093 1.691 -0.109 -0.63
P -1.360 2.563 -0.161 0.662 -2.096 0.614 0.78
H 0.512 -2.029 1.185 -0.730 2.126 -0.656 0.10
H 0.954 -0.245 1.619 -0.109 -0.173 -0.232 0.05
H -1.197 -1.747 -1.208 0.178 -0.176 -1.486 0.06
H -2.409 -0.299 -0.821 0.297 -1.107 -1.028 0.06
H -2.292 -1.809 0.150 0.879 1.114 -0.987 0.11
S 2.533 1.468 -1.044 -0.123 -0.949 -0.884 0.49
H 2.651 2.410 -0.175 -0.180 1.370 0.980 -0.26
H 3.633 0.943 -0.519 0.337 -0.417 -0.105 -0.22
```
Positions in Å, forces in eV/Å.

The energy above the lowest of the compared OMol25 structures with the same formula, charge and spin is 42.61 kcal per mole. The calculation puts the HOMO-LUMO gap at 8.7 eV. The max |F| is 3.750 eV Å⁻¹. As for the energy: -896.04238 hartree. As for the multiplicity: 1. The HOMO energy is -0.3229 Eh.

2.
Here is a structure of composition C20H42NPPdSi2 from OMol25. Energies are from ωB97M-V/def2-TZVPD.

The geometry in XYZ format:
```
67
Properties=species:S:1:pos:R:3:forces:R:3:lowdin_spin:R:1
C -2.099 0.591 -4.080 0.149 0.542 -0.128 0.05
C -1.653 -0.606 -3.515 0.202 -0.198 0.914 0.05
C -0.861 -0.636 -2.332 -0.443 0.038 -1.097 0.09
C -0.543 0.614 -1.752 0.088 -0.482 -1.772 0.47
C -0.810 1.800 -2.448 -0.422 0.588 -0.077 0.10
C -1.670 1.815 -3.558 -0.213 -0.382 0.366 0.02
C -0.633 -1.999 -1.703 -0.239 0.434 0.688 0.06
C 0.529 -2.971 -2.125 0.033 -1.303 0.234 0.06
N 1.853 -2.494 -2.436 -0.383 1.294 0.545 0.60
Pd -0.047 1.040 0.351 -1.808 -0.581 -0.836 0.91
C -0.253 3.121 -1.953 0.244 0.435 0.457 0.04
P 1.055 2.688 -0.758 0.711 0.402 -1.324 0.20
H -1.981 -1.565 -3.933 0.047 0.393 0.108 0.01
H -2.014 2.784 -3.954 0.274 -0.650 0.018 0.00
H -2.765 0.588 -4.946 0.280 -0.127 0.263 0.00
H -1.018 3.707 -1.419 0.128 -0.105 -0.297 0.00
H 0.185 3.748 -2.745 -0.342 -0.222 0.042 0.00
H -0.547 -1.843 -0.611 -0.017 -0.181 -0.826 0.00
H -1.564 -2.581 -1.878 0.733 0.164 0.205 0.00
H 0.695 -3.645 -1.266 -0.405 0.112 -0.463 0.00
C 1.705 4.147 0.086 0.314 0.367 -0.111 0.04
C 2.305 1.973 -1.854 0.706 0.339 -0.176 0.03
H 0.195 -3.593 -2.972 0.117 0.355 0.059 0.02
C 2.079 -1.693 -3.605 0.316 0.439 -0.586 0.07
C 2.880 -2.504 -1.414 0.178 -0.031 0.499 0.06
H 0.745 1.542 1.862 0.374 0.982 0.704 0.06
H 2.441 -2.321 -4.442 -0.157 0.126 0.295 0.03
H 1.157 -1.180 -3.925 0.207 -0.366 0.160 0.01
H 2.855 -0.944 -3.378 -0.249 -0.364 -0.204 0.01
H 3.699 -3.192 -1.705 -0.323 0.209 0.053 0.03
H 3.319 -1.492 -1.308 -0.233 -0.487 -0.137 0.02
H 2.449 -2.823 -0.449 0.273 0.067 -0.526 0.00
H 2.845 2.747 -2.420 -0.068 -0.243 0.156 0.01
H 3.011 1.394 -1.255 0.137 0.133 -0.051 0.00
H 1.831 1.291 -2.563 -0.099 0.166 0.121 0.01
H 1.900 4.971 -0.618 -0.060 -0.244 0.232 0.01
H 1.000 4.494 0.857 0.182 -0.129 -0.273 0.00
H 2.655 3.877 0.576 -0.339 0.084 -0.128 0.00
H 0.603 2.259 1.524 0.271 -0.107 1.206 0.07
C -2.512 1.817 2.239 0.264 0.037 -0.107 0.00
Si -2.256 0.000 1.817 -1.719 0.341 0.217 0.10
C -2.979 -0.946 3.295 0.244 -0.377 0.103 0.08
C -3.334 -0.384 0.317 0.122 -0.049 -0.109 0.00
C -0.485 -0.585 1.569 0.479 -2.096 1.090 0.51
Si 0.688 -0.844 3.003 -0.472 -0.674 1.022 0.05
C 0.296 -2.504 3.813 0.013 0.072 -0.176 0.02
C 2.442 -0.966 2.356 0.122 0.105 -0.152 0.02
C 0.495 0.468 4.324 0.202 0.125 -0.098 0.00
H -3.581 1.970 2.454 0.308 -0.108 -0.032 0.00
H -2.260 2.478 1.400 -0.035 0.045 0.121 0.00
H -1.935 2.130 3.118 -0.116 -0.002 -0.154 0.00
H -4.049 -0.705 3.372 0.222 0.087 -0.205 0.01
H -2.902 -2.033 3.165 -0.010 0.199 0.029 0.00
H -2.523 -0.686 4.259 0.003 -0.018 -0.276 0.00
H -2.987 0.089 -0.611 -0.077 -0.053 0.216 0.00
H -3.396 -1.466 0.139 -0.018 0.145 0.030 0.00
H -4.356 -0.023 0.502 0.245 -0.111 0.023 0.00
H -0.449 -1.553 1.024 -0.173 0.574 0.238 0.03
H 0.555 -3.333 3.141 -0.079 0.072 0.148 0.00
H 0.921 -2.597 4.712 -0.150 -0.044 -0.164 0.00
H -0.756 -2.616 4.109 0.297 0.064 -0.035 0.00
H 2.591 -0.358 1.452 0.139 -0.024 0.218 0.00
H 3.129 -0.623 3.146 -0.063 -0.195 -0.384 0.00
H 2.667 -2.016 2.105 0.024 0.346 0.153 0.00
H 0.863 1.443 3.992 -0.038 -0.018 0.233 0.00
H -0.536 0.593 4.684 0.289 -0.111 -0.122 0.00
H 1.118 0.143 5.172 -0.188 0.198 -0.137 0.00
```
Positions in Å, forces in eV/Å.

The energy above the lowest of the compared OMol25 structures with the same formula, charge and spin is 0.00 kcal per mole. The calculation puts the HOMO-LUMO gap (spin up / spin down) at 6.9 / 6.0 eV. The max |F| is 2.410 eV Å⁻¹. The net charge is +2. Its expectation value of S² is 6.02. As for the energy: -1889.48796 hartree. As for the multiplicity: 5. The HOMO energy (spin up / spin down) is -0.4409 / -0.5555 Eh.

3.
Here is a structure of composition C5CrF15O15S5 from OMol25. Energies are from ωB97M-V/def2-TZVPD.

The geometry in XYZ format:
```
41
Properties=species:S:1:pos:R:3:forces:R:3:lowdin_spin:R:1
Cr -0.394 0.150 -0.461 0.583 -0.280 0.160 3.76
C -2.297 -3.555 -1.544 0.605 0.363 0.418 0.00
F -1.793 -3.869 -0.347 -0.029 -0.067 -0.066 0.00
F -2.550 -4.714 -2.186 -0.390 0.056 -0.013 0.00
F -3.441 -2.895 -1.322 -0.205 -0.351 -0.317 0.00
S -1.090 -2.550 -2.514 0.008 -0.442 -0.646 0.01
O 0.095 -3.354 -2.468 0.255 -0.033 0.247 0.00
O -1.688 -2.421 -3.822 -0.320 0.117 0.150 0.00
O -1.072 -1.310 -1.755 0.024 0.389 0.139 0.02
C 1.701 -1.510 3.103 0.075 -0.356 0.049 0.00
F 0.607 -1.144 3.784 0.200 0.142 0.114 0.00
F 2.499 -0.452 2.950 -0.162 -0.068 0.093 0.00
F 2.373 -2.406 3.878 -0.011 0.239 0.040 0.00
S 1.237 -2.308 1.517 -0.674 -0.126 -0.313 0.01
O 0.274 -1.347 0.979 0.454 -0.324 0.242 0.04
O 2.470 -2.441 0.800 0.384 0.175 -0.071 0.00
O 0.634 -3.540 1.964 -0.106 -0.100 0.162 0.00
C 1.849 2.760 2.600 -0.025 -0.223 -0.375 0.00
F 1.568 2.154 3.763 0.171 0.112 -0.065 0.00
F 2.359 3.979 2.886 0.031 -0.150 0.152 0.00
F 2.801 2.055 1.976 -0.069 0.334 0.262 0.00
S 0.334 2.937 1.547 -0.427 0.541 -0.104 0.00
O 0.635 4.053 0.685 0.185 -0.220 -0.004 0.00
O 0.307 1.636 0.878 -0.208 -0.117 0.111 0.02
O -0.710 3.177 2.513 0.218 -0.276 -0.039 0.00
C 3.522 1.692 -1.494 -0.096 -0.619 0.231 0.00
F 3.871 0.903 -0.462 -0.017 0.368 -0.188 0.00
F 3.015 2.831 -1.017 0.384 -0.103 -0.068 0.00
F 4.659 1.962 -2.184 -0.205 0.205 0.186 0.00
S 2.305 0.843 -2.579 0.007 0.007 -0.701 0.01
O 2.953 -0.350 -3.042 0.212 -0.196 0.325 0.00
O 1.188 0.635 -1.667 0.214 0.072 -0.132 0.04
O 2.070 1.827 -3.605 -0.218 0.344 0.015 0.00
C -4.554 0.560 -0.776 0.372 -0.367 0.035 0.00
F -4.387 -0.363 -1.724 -0.107 0.328 -0.074 0.00
F -5.251 1.590 -1.286 -0.060 -0.136 -0.075 0.00
F -5.298 -0.002 0.197 -0.080 0.203 -0.128 0.00
S -2.958 1.132 -0.053 0.783 0.596 0.800 0.01
O -3.378 2.143 0.875 -0.514 -0.167 -0.067 0.01
O -2.390 -0.090 0.521 -0.384 0.076 0.020 0.02
O -2.072 1.605 -1.111 -0.861 0.051 -0.505 0.04
```
Positions in Å, forces in eV/Å.

The energy above the lowest of the compared OMol25 structures with the same formula, charge and spin is 0.00 kcal per mole. The calculation puts the HOMO-LUMO gap (spin up / spin down) at 6.5 / 8.7 eV. The max |F| is 1.268 eV Å⁻¹. The net charge is -3. Its expectation value of S² is 6.00. As for the energy: -5852.80596 hartree. As for the multiplicity: 5. The HOMO energy (spin up / spin down) is 0.0002 / -0.0809 Eh.